[1]
Below is C26H43Cl2MoN2PS as an isolated structure, with properties calculated with the ωB97M-V functional and the def2-TZVPD basis.

The geometry in XYZ format:
```
76
Properties=species:S:1:pos:R:3:mulliken_charge:R:1
P 0.147 -0.987 -0.513 1.0184
C 1.686 -0.367 -1.480 0.2157
C 1.896 -0.772 -2.949 -0.2040
C 3.280 -0.347 -3.456 -1.0480
C 3.591 1.138 -3.211 -0.6627
C 3.225 1.613 -1.796 -0.8850
C 1.821 1.155 -1.365 0.1966
C -1.258 -0.096 -1.439 0.6010
C -1.114 0.039 -2.952 -0.5270
C -2.408 0.556 -3.588 -1.0768
C -2.886 1.869 -2.952 -0.6999
C -2.868 1.851 -1.416 -0.9460
C -1.559 1.282 -0.839 -0.4635
C -0.029 -2.643 -1.362 -0.3431
C 1.188 -3.531 -1.057 -0.7741
C 1.087 -4.898 -1.756 -0.7752
C -0.257 -5.600 -1.499 -0.7594
C -1.467 -4.696 -1.778 -0.7625
C -1.378 -3.324 -1.081 -0.6318
H 2.501 -0.828 -0.894 0.7360
H 1.142 -0.285 -3.579 0.0597
H 1.775 -1.852 -3.104 0.1064
H 3.334 -0.549 -4.533 0.3870
H 4.050 -0.969 -2.975 0.3918
H 4.659 1.311 -3.389 0.3928
H 3.062 1.757 -3.951 0.3078
H 3.964 1.230 -1.075 0.3386
H 3.274 2.709 -1.757 0.3978
H 1.630 1.491 -0.335 -0.8636
H 1.077 1.640 -2.016 0.2463
H -2.128 -0.744 -1.243 0.5469
H -3.192 -0.212 -3.499 0.3816
H -0.847 -0.917 -3.424 0.1850
H -0.312 0.762 -3.164 0.1362
H -2.233 0.713 -4.660 0.4019
H -3.901 2.086 -3.305 0.4021
H -2.259 2.699 -3.310 0.2757
H -3.021 2.870 -1.038 0.4057
H -3.714 1.246 -1.052 0.3550
H -1.671 1.190 0.249 -0.1239
H -0.727 1.978 -1.023 0.1483
H -0.020 -2.442 -2.446 0.0245
H 2.111 -3.047 -1.407 0.2411
H 1.285 -3.648 0.034 0.3906
H 1.217 -4.769 -2.846 0.3136
H 1.904 -5.540 -1.400 0.4008
H -0.294 -5.961 -0.461 0.3277
H -0.321 -6.491 -2.133 0.3753
H -2.383 -5.205 -1.446 0.4032
H -1.547 -4.544 -2.869 0.3289
H -2.196 -2.707 -1.477 0.1370
H -1.535 -3.406 0.006 0.3259
Mo -0.014 -0.172 3.029 -0.3625
Cl -2.045 -0.425 2.027 -0.5019
Cl 2.053 0.043 2.087 -0.4623
C -0.241 1.446 4.019 -0.1886
H -0.428 1.455 5.112 0.4518
C -0.351 2.845 3.575 0.6932
C -1.098 3.781 4.358 -0.6429
C -1.317 5.065 3.890 -0.4735
C -0.796 5.476 2.654 -0.5437
C -0.017 4.578 1.893 -0.5302
C 0.227 3.285 2.361 -0.0089
H -1.510 3.460 5.314 0.3104
H -1.892 5.768 4.492 0.3520
H 0.413 4.898 0.946 0.4080
H 0.879 2.602 1.803 0.2820
H -0.974 6.479 2.287 0.3814
N -0.778 -1.033 7.501 -0.4222
C 0.037 -0.446 6.618 0.7842
N 0.600 0.717 6.978 -0.4081
S 0.140 -1.229 5.007 -0.3631
H -0.845 -0.709 8.464 0.1960
H -1.259 -1.893 7.253 0.2117
H 1.241 1.225 6.381 0.2753
H 0.597 0.979 7.960 0.2053
```

Energy, a.u.: -2854.163725
LUMO level (spin up / spin down), eV: -0.2 / -0.4
Gap between HOMO and LUMO (spin up / spin down), eV: 6.319 / 6.690
Multiplicity: 3

---

[2]
Below is C26H43Cl3CrN3O3Si as an isolated structure, with properties calculated with the ωB97M-V functional and the def2-TZVPD basis.

The geometry in XYZ format:
```
80
Properties=species:S:1:pos:R:3:mulliken_charge:R:1
C 2.349 -0.338 -6.606 -1.1623
C 3.818 -0.574 -6.715 0.5104
H 2.099 0.642 -7.034 0.2806
H 2.068 -0.280 -5.556 0.0495
H 1.735 -1.114 -7.087 0.2629
C 4.473 -0.213 -7.847 -0.0997
C 3.849 0.377 -9.067 -1.4646
H 5.542 -0.418 -7.991 0.4280
H 3.191 1.229 -8.837 0.2954
H 3.281 -0.383 -9.627 0.2887
H 4.668 0.720 -9.715 0.3737
Cr 2.922 -1.889 -3.306 -0.5628
Cl 1.020 -2.640 -2.466 -0.6431
Cl 4.302 -3.660 -3.072 -0.5877
C 3.698 -1.915 0.247 -0.2185
O 2.839 -1.028 0.166 -0.6230
N 4.843 -1.776 0.959 0.3493
C 5.156 -0.509 1.605 -0.8760
C 5.649 -2.928 1.313 -0.9840
H 3.657 -2.900 -0.259 0.4190
H 4.242 -0.023 1.940 0.2963
H 5.689 0.193 0.950 0.1929
H 5.791 -0.698 2.475 0.3670
H 5.001 -3.801 1.428 0.3844
H 6.164 -2.748 2.261 0.3150
H 6.394 -3.172 0.543 0.2801
H -2.108 3.099 -3.133 0.2920
H 0.987 2.801 -3.650 0.2559
C -1.601 4.030 -2.785 -0.8800
C 0.864 3.796 -3.187 -0.8915
N -0.256 3.799 -2.248 0.1596
H -2.224 4.469 -1.985 0.3262
C -0.110 3.287 -1.003 0.1889
O 0.930 2.778 -0.580 -0.6405
H 1.797 4.042 -2.663 0.2316
H -1.042 3.371 -0.393 0.2250
H -1.521 4.745 -3.618 0.2916
H 0.643 4.529 -3.975 0.3693
O 4.236 -0.911 -4.260 1.2673
C 4.558 -1.327 -5.580 0.0515
C 6.733 -0.190 -6.020 -0.3730
C 6.039 -1.332 -5.654 0.5621
H 6.176 0.690 -6.341 0.8899
C 8.130 -0.158 -5.949 -1.3003
H 4.192 -2.356 -5.563 0.4273
C 6.736 -2.452 -5.231 -0.2559
H 8.647 0.783 -6.163 0.3237
C 8.831 -1.297 -5.551 -0.5588
C 8.126 -2.440 -5.170 -0.8212
H 6.159 -3.297 -4.875 0.2662
H 9.923 -1.291 -5.536 0.3651
H 8.659 -3.302 -4.776 0.3963
Si 4.433 0.613 -2.963 1.3923
Cl 2.319 0.811 -3.549 -0.5412
C 5.315 1.808 -4.076 -1.4769
C 5.950 -0.411 -2.221 -0.9441
C 3.708 1.584 -1.491 -0.5050
H 6.340 1.521 -4.332 0.3163
H 5.437 2.761 -3.551 0.4803
H 4.763 1.981 -5.005 0.2996
H 3.874 2.640 -1.769 0.3776
H 4.169 1.389 -0.523 0.0292
H 2.626 1.468 -1.317 -0.2670
H 6.798 -0.351 -2.934 0.2900
H 5.740 -1.490 -2.081 0.0945
H 6.331 -0.014 -1.263 0.3400
N 0.301 0.049 0.102 0.0932
C -0.799 0.059 0.866 0.2951
C -1.721 -1.039 0.862 -0.4782
C -2.965 -0.894 1.480 -0.2607
C -3.310 0.300 2.159 -0.5204
C -2.361 1.335 2.230 -0.4374
C -1.126 1.228 1.608 -0.4474
H 0.905 -0.771 0.060 0.0936
H 0.717 0.934 -0.204 -0.1512
H -1.449 -1.930 0.258 0.3756
H -3.673 -1.729 1.418 0.3210
H -4.317 0.412 2.589 0.3239
H -2.641 2.264 2.740 0.3205
H -0.398 2.050 1.638 0.5470
```

Total charge: -1
Energy, a.u.: -4121.228101
LUMO level (spin up / spin down), eV: 2.6 / 2.6
Gap between HOMO and LUMO (spin up / spin down), eV: 7.250 / 7.244
Multiplicity: 5

---

[3]
Below is C26H43ClN4O4PS3Se2Ti as an isolated structure, with properties calculated with the ωB97M-V functional and the def2-TZVPD basis.

The geometry in XYZ format:
```
85
Properties=species:S:1:pos:R:3:mulliken_charge:R:1
Ti -0.078 -0.469 0.478 -0.5498
C 2.857 0.500 1.363 -1.4010
N 2.043 -0.498 0.689 1.2645
C 2.621 -1.544 0.182 -0.0449
C 1.834 -2.536 -0.431 -0.3083
C 2.125 -3.723 -1.112 -1.1314
C 0.899 -4.224 -1.541 -0.9798
C -0.080 -3.317 -1.104 -0.9949
N 0.481 -2.306 -0.442 1.4781
C 2.985 0.292 2.856 1.3441
C 2.416 -0.788 3.513 -0.0216
C 2.542 -0.916 4.893 -0.7144
C 3.250 0.024 5.623 -0.4937
C 3.835 1.102 4.967 -0.5986
C 3.698 1.235 3.596 -0.4213
H 2.408 1.481 1.194 -0.7267
H 3.855 0.515 0.912 0.5806
H 3.704 -1.650 0.242 0.4358
H 3.104 -4.149 -1.268 0.4991
H 0.722 -5.128 -2.102 0.4166
H -1.148 -3.352 -1.258 0.5819
H 1.847 -1.523 2.959 0.0898
H 2.066 -1.750 5.392 0.3771
H 3.342 -0.075 6.697 0.3728
H 4.387 1.846 5.528 0.3653
H 4.137 2.087 3.089 0.4212
C 0.194 2.477 4.449 -0.0184
Se 1.140 3.480 3.086 0.0102
C -0.406 4.191 2.134 -1.2320
C -1.251 3.182 1.378 -0.0404
Se -0.443 2.268 -0.170 0.1240
C 1.142 3.343 -0.476 -1.2250
H -0.595 1.899 3.980 -0.4740
H -0.207 3.144 5.208 0.5227
H 0.915 1.790 4.889 0.0433
H -0.006 4.958 1.471 0.3963
H -1.034 4.698 2.869 0.5990
H -2.133 3.690 0.986 0.5326
H -1.582 2.378 2.034 -0.0793
H 1.681 2.819 -1.261 0.3482
H 0.833 4.314 -0.854 0.3451
H 1.743 3.434 0.424 0.2751
C -2.423 -1.334 -3.848 -1.1460
C -2.045 0.130 -3.943 1.2107
C -2.996 0.941 -4.799 -1.7047
O -0.732 0.185 -4.537 0.0024
P 0.431 1.028 -3.808 0.6747
S 0.079 2.939 -3.805 -0.5104
S 0.918 0.115 -2.059 -0.3723
O 1.648 0.711 -4.792 -0.4857
C 1.973 -0.508 -5.498 0.5508
C 1.238 -0.526 -6.827 -1.2821
C 1.765 -1.784 -4.702 -1.0997
H -3.414 -1.446 -3.406 0.4574
H -1.704 -1.869 -3.226 -0.0107
H -2.427 -1.778 -4.846 0.3864
H -1.995 0.570 -2.943 -0.1746
H -3.049 0.519 -5.805 0.3175
H -2.648 1.971 -4.868 0.3162
H -3.995 0.930 -4.361 0.4244
H 3.043 -0.391 -5.689 0.3832
H 0.169 -0.664 -6.667 0.1067
H 1.613 -1.345 -7.445 0.4693
H 1.393 0.414 -7.357 0.3303
H 0.710 -1.954 -4.490 0.0854
H 2.299 -1.761 -3.754 0.1723
H 2.138 -2.621 -5.298 0.5381
Cl -5.062 1.125 4.074 -0.7432
C -1.185 -0.956 4.002 -1.3821
C -0.727 -0.794 2.763 0.6853
O -0.442 -1.750 1.861 -0.4113
O -0.485 0.373 2.134 0.5027
H -1.351 -1.957 4.372 0.3138
H -1.438 -0.105 4.614 0.2512
C -4.167 -2.019 2.796 -1.0105
N -3.371 -1.804 1.596 0.0125
C -3.281 -0.651 0.954 0.4283
N -3.947 0.407 1.353 -0.0666
S -2.312 -0.574 -0.514 -0.4328
H -3.818 -2.932 3.272 0.3751
H -5.223 -2.123 2.538 0.2631
H -4.070 -1.186 3.492 0.2452
H -2.704 -2.503 1.311 0.2739
H -4.427 0.532 2.291 -0.1417
H -3.825 1.242 0.804 0.2303
```

Total charge: -1
Energy, a.u.: -9185.294037
Relative energy (zero: lowest compared OMol25 entry of this formula, charge and spin), eV: 0.286
LUMO level, eV: 1.6
Gap between HOMO and LUMO, eV: 6.959

---

The highest energy belongs to which entry? C26H43Cl2MoN2PS

---

Among the records above, which one has the lowest energy? C26H43ClN4O4PS3Se2Ti

---

energy of number 2 (C26H43Cl3CrN3O3Si)? -4121.228101 a.u.

---

Number 3 is which compound? C26H43ClN4O4PS3Se2Ti